<i>
ORCA calculation (ωB97M-V/def2-TZVPD) on an isolated ion of composition C7H15N4O and charge +1.

## Properties
E_HOMO (spin up / spin down)   -12.9 / -12.5 eV
Kohn-Sham gap (spin up / spin down)   7.63 / 7.39 eV
SMILES   C[C@@H]1/[NH+]=N/CNC[C@@H](C)/C=[N+]\1[O-]
LUMO (spin up / spin down)   -0.1922 / -0.1879 hartree

```
! wB97M-V def2-TZVPD RIJCOSX def2/J DEFGRID3
* xyz 1 1
C 2.42162 -0.25136 -1.83316
C 1.87361 -0.80101 -0.48627
N 0.64411 -1.48769 -0.48216
N 0.12651 -1.58168 0.63753
C -1.33483 -1.89751 0.69076
N -2.00912 -1.03687 -0.31883
C -2.03554 0.31037 0.07680
C -0.65436 1.06258 0.11869
C -0.90648 2.45845 0.84252
C 0.46463 0.49026 0.93852
N 1.71785 0.25218 0.61826
O 2.70910 0.65488 1.17146
H 2.98576 0.70336 -1.51730
H 1.50955 -0.05579 -2.55167
H 3.01646 -1.02641 -2.29538
H 2.76361 -1.42741 -0.12337
H 0.17875 -1.65027 -1.30229
H -1.42250 -1.57988 1.76414
H -1.33139 -3.05031 0.60346
H -2.86346 -1.41861 -0.83734
H -2.54310 0.45659 0.99649
H -2.55098 1.00157 -0.79084
H -0.16035 1.03971 -0.87102
H -1.92946 2.74375 0.48631
H -0.17106 3.14927 0.56925
H -0.94403 2.36998 1.88288
H 0.44512 0.57184 2.01253
*
```

In the natural (NBO) picture, each atom carries the following charge in e: C -0.631; C 0.028; N -0.281; N -0.056; C -0.119; N -0.689; C -0.213; C -0.277; C -0.576; C 0.100; N 0.120; O -0.268; H 0.267; H 0.217; H 0.248; H 0.248; H 0.403; H 0.214; H 0.264; H 0.432; H 0.193; H 0.240; H 0.220; H 0.229; H 0.234; H 0.222; H 0.230

<ii>
ORCA calculation (ωB97M-V/def2-TZVPD) on an isolated ion of composition C7H15N4O and charge +1.

## Properties
E_HOMO   -12.4 eV
Kohn-Sham gap   9.72 eV
SMILES   CC[N+](C)(C)c1c(N)noc1N
LUMO   -0.0997 hartree

```
! wB97M-V def2-TZVPD RIJCOSX def2/J DEFGRID3
* xyz 1 1
C -1.04178 -1.09268 -1.88813
C -0.76581 -0.77167 -0.40180
N 0.26115 0.21619 0.00600
C 1.62765 -0.08770 -0.46142
C -0.10887 1.44859 -0.69236
C 0.17713 0.33720 1.44230
C 0.17914 -1.02439 2.62143
N 0.47686 -2.29759 2.46947
N -0.07003 -0.42655 3.67142
O -0.08223 0.90687 3.64854
C 0.08518 1.34124 2.32360
N 0.17652 2.69399 2.27597
H -1.79029 -0.35288 -2.24655
H 0.00813 -1.07395 -2.46899
H -1.45696 -2.10322 -2.04611
H -0.55142 -1.73921 -0.09266
H -1.68999 -0.48319 0.08520
H 1.45661 -0.63652 -1.48006
H 2.12671 0.88014 -0.69317
H 2.46353 -0.67087 0.02684
H -1.20337 1.51687 -0.41796
H 0.51638 2.34473 -0.45614
H 0.05667 1.60491 -1.81680
H 0.41111 -2.90330 3.26239
H 0.13760 -2.77276 1.61882
H -0.25435 3.37981 2.97632
H 0.56413 3.21682 1.51240
*
```

In the natural (NBO) picture, each atom carries the following charge in e: C -0.628; C -0.222; N -0.254; C -0.437; C -0.449; C -0.133; C 0.430; N -0.811; N -0.183; O -0.274; C 0.471; N -0.827; H 0.232; H 0.218; H 0.258; H 0.217; H 0.239; H 0.225; H 0.230; H 0.282; H 0.242; H 0.237; H 0.275; H 0.426; H 0.390; H 0.441; H 0.401

Tell me which of them is the most stable. Sure, it is <ii>.

<i>
ORCA calculation (ωB97M-V/def2-TZVPD) on an isolated ion of composition C6H12N3O2 and charge +1.

## Properties
E_HOMO   -13.6 eV
Kohn-Sham gap   10.56 eV
SMILES   COc1c(CN)c(O)[nH][n+]1C
LUMO   -0.1129 hartree

```
! wB97M-V def2-TZVPD RIJCOSX def2/J DEFGRID3
* xyz 1 1
C -1.68713 -2.22056 -0.14277
O -1.80791 -0.82754 -0.38174
C -0.79871 0.06262 -0.16226
C 0.52773 -0.04734 -0.07389
C 1.59805 -1.28888 0.14733
N 2.91230 -0.86403 -0.27272
C 1.01844 1.25641 -0.03900
O 2.25702 1.73833 0.00312
N 0.00383 2.14666 -0.19645
N -1.16874 1.40213 -0.22422
C -2.31388 2.05408 0.50490
H -2.13682 -2.40203 0.74453
H -0.62805 -2.63813 -0.11152
H -2.26180 -2.61392 -0.87233
H 1.14803 -2.20674 -0.27166
H 1.66961 -1.64479 1.19625
H 2.88360 -1.07200 -1.25851
H 3.66022 -1.49220 0.12765
H 2.88179 1.05508 0.05261
H 0.03499 3.11044 -0.52525
H -2.65019 2.87414 -0.19175
H -3.08826 1.33107 0.49018
H -2.05411 2.28720 1.45750
*
```

In the natural (NBO) picture, each atom carries the following charge in e: C -0.223; O -0.458; C 0.567; C -0.279; C -0.211; N -0.859; C 0.587; O -0.615; N -0.370; N -0.187; C -0.400; H 0.193; H 0.177; H 0.210; H 0.196; H 0.223; H 0.378; H 0.400; H 0.530; H 0.454; H 0.233; H 0.238; H 0.215

<ii>
ORCA calculation (ωB97M-V/def2-TZVPD) on a 2-piece molecular cluster, C6H12N3O2 overall.

## Properties
E_HOMO (spin up / spin down)   -13.1 / -13.1 eV
Kohn-Sham gap (spin up / spin down)   8.33 / 8.33 eV
LUMO (spin up / spin down)   -0.1753 / -0.1753 hartree

```
! wB97M-V def2-TZVPD RIJCOSX def2/J DEFGRID3
* xyz 1 1
C 1.48508 0.49548 0.47073
C -0.07902 -1.84882 0.11523
C -2.67703 0.88845 -0.67811
C -1.51885 1.75622 -0.60209
C -1.30170 0.22095 -0.61266
C -0.76313 -0.47433 0.48284
N 1.78744 1.46227 1.37066
N -0.25587 -2.82824 0.90767
N 2.19119 -0.09877 -0.44283
O 0.52718 -1.94736 -0.91981
O 3.47943 0.26485 -0.71773
H -3.33999 0.75431 0.15025
H -3.26360 0.99951 -1.59074
H -1.32332 2.40941 -1.42781
H -1.22331 2.06152 0.38979
H -0.92634 -0.10575 -1.56306
H -1.01968 -0.19086 1.47800
H 0.95995 1.83655 1.80615
H 2.49900 2.04695 1.15038
H -0.81052 -2.95335 1.81487
H 0.12422 -3.69468 0.59042
H 1.53609 -0.73471 -0.87582
H 3.91278 -0.31959 -1.29635
*
```

In the natural (NBO) picture, each atom carries the following charge in e: C 0.400; C 0.644; C -0.360; C -0.351; C -0.361; C 0.003; N -0.782; N -0.760; N -0.303; O -0.631; O -0.524; H 0.229; H 0.254; H 0.251; H 0.200; H 0.258; H 0.222; H 0.409; H 0.401; H 0.437; H 0.423; H 0.441; H 0.500

Tell me which of them is the most stable. Sure, it is <i>.